DFT (ωB97M-V/def2-TZVPD) results for a structure of composition C19H15N2S6Sr.

Last column: Mulliken charge in e.
Element x y z (Å)
Sr -0.536 -1.169 0.105  1.102
S -3.557 -5.448 5.663  -0.345
C -2.977 -4.461 4.482  0.089
S -3.221 -4.739 2.789  -0.142
C -2.413 -3.288 2.180  -0.018
C -1.850 -2.485 3.120  0.245
S -0.962 -1.034 2.910  -0.601
S -2.058 -3.023 4.796  -0.133
S -2.486 -3.107 0.477  -0.613
C 2.625 -0.793 1.946  -1.147
C 3.135 -0.775 0.543  0.678
C 4.522 -0.830 0.309  -0.654
C 4.976 -0.854 -0.979  -0.789
C 4.059 -0.814 -2.050  1.136
C 4.475 -0.876 -3.389  -0.845
C 3.538 -0.861 -4.393  -0.469
C 2.190 -0.728 -4.097  -0.643
C 1.722 -0.623 -2.790  0.535
S 0.043 -0.327 -2.570  -0.638
C 2.670 -0.717 -1.721  -0.536
N 2.261 -0.717 -0.439  0.090
H 3.448 -0.756 2.660  0.342
H 2.050 -1.706 2.115  0.279
H 1.958 0.054 2.110  0.209
H 5.206 -0.861 1.144  0.334
H 6.035 -0.911 -1.196  0.378
H 5.532 -0.940 -3.609  0.324
H 3.849 -0.942 -5.424  0.354
H 1.462 -0.693 -4.892  0.399
C -4.421 4.817 0.003  -1.372
C -3.553 3.597 0.005  1.073
C -2.171 3.678 -0.100  -0.628
C -1.417 2.514 -0.079  -0.522
N -1.950 1.307 0.041  0.202
C -3.269 1.221 0.133  -0.397
C -4.104 2.325 0.118  -0.686
H -3.822 5.719 -0.086  0.349
H -4.997 4.865 0.926  0.320
H -5.124 4.777 -0.828  0.315
H -1.684 4.637 -0.195  0.309
H -0.339 2.547 -0.164  0.339
H -3.672 0.221 0.227  0.390
H -5.174 2.200 0.197  0.388

## Properties
* LUMO energy: 2.2 eV
* charge: -1